Molecular formula: C23H27N3O4S
Method: DFT, ωB97M-V/def2-TZVPD

Summary:
HOMO level (eV): -6.96
LUMO level (Ha): -0.0173
Energy above the lowest of the compared OMol25 structures with the same formula, charge and spin (kcal per mole): 598.7
HOMO-LUMO gap (eV): 6.4852

Each line ends with the Mulliken charge.
Positions of all 58 atoms, in Å:
C  -6.108  1.302  -0.395  -1.533
C  -4.744  0.683  -0.796  0.976
C  -3.516  1.211  -0.171  -0.642
C  -2.347  0.878  -0.608  -0.390
C  -2.304  -0.124  -1.744  -0.591
C  -3.363  -0.522  -2.190  0.841
C  -4.692  -0.005  -1.764  -0.712
H  -5.352  -0.634  -2.404  0.277
H  -3.060  -1.356  -3.023  0.196
S  -0.578  -0.637  -1.989  0.829
O  0.532  0.610  -2.030  -0.644
O  -0.457  -1.439  -3.211  -0.759
C  -0.131  -1.504  -0.681  -0.093
C  1.047  -1.004  0.424  1.155
N  1.703  0.090  0.306  0.369
H  1.612  0.881  -0.323  -0.014
C  2.625  0.276  1.332  -0.551
H  3.643  -0.082  0.922  0.228
C  3.146  1.621  1.688  -0.877
H  3.800  1.879  2.565  0.435
C  3.611  2.533  0.367  -0.825
N  2.681  2.819  -0.504  1.362
C  1.705  3.694  -0.266  -0.776
C  0.626  3.866  -1.372  -0.582
O  1.502  3.915  -2.864  -0.533
C  2.221  2.937  -2.961  -0.788
C  3.087  2.926  -1.947  -0.584
H  4.117  2.071  -2.073  0.136
H  3.769  4.007  -1.795  0.340
H  2.617  3.284  -3.885  0.444
H  1.816  2.014  -3.082  0.288
H  -0.096  4.497  -1.470  0.761
H  0.132  2.744  -1.556  -0.114
H  0.968  3.431  0.500  0.171
H  2.028  4.691  -0.257  0.501
H  4.087  3.504  0.923  0.228
H  4.509  1.906  -0.056  0.278
H  2.064  2.315  2.255  0.163
H  2.607  -0.255  2.260  0.411
O  1.208  -1.795  1.392  -0.595
C  0.045  -2.907  1.129  0.130
N  -0.447  -2.401  0.066  -0.390
C  0.000  -3.983  1.779  0.642
C  0.673  -4.197  2.913  -0.516
C  0.748  -5.335  3.645  -0.446
C  -0.354  -6.506  3.403  -0.748
C  -1.169  -6.247  2.261  -0.956
C  -1.067  -5.161  1.488  -0.485
H  -1.368  -4.991  0.511  0.413
H  -1.682  -6.819  1.952  0.863
H  -0.329  -7.298  3.960  0.573
H  1.303  -5.570  4.600  0.306
H  1.573  -3.712  3.252  0.242
H  -1.549  1.344  -0.055  0.339
H  -3.819  2.084  0.631  0.125
H  -6.291  2.258  -0.839  0.336
H  -6.863  0.546  -0.792  0.303
H  -6.119  1.664  0.580  0.484

Molecular formula: C19H24N2O5S
Method: DFT, ωB97M-V/def2-TZVPD

Summary:
HOMO level (eV): -8.79
SMILES: Cc1c(C(=O)NC[C@@H]2CCCO2)oc2ccc(S(=O)(=O)N3CCCC3)cc12
LUMO level (Ha): 0.0075
Energy above the lowest of the compared OMol25 structures with the same formula, charge and spin (kcal per mole): 54.1
HOMO-LUMO gap (eV): 8.9967

Each line ends with the Mulliken charge.
Positions of all 51 atoms, in Å:
C  0.641  2.510  -0.057  -1.538
C  0.550  1.031  0.003  -0.145
C  1.533  0.132  0.316  1.188
C  2.947  0.364  0.663  0.197
O  3.433  1.480  0.732  -0.708
N  3.633  -0.769  0.949  -0.056
H  3.192  -1.650  0.733  0.293
C  5.066  -0.752  1.075  -1.301
H  5.377  -1.419  1.882  0.328
H  5.342  0.276  1.319  0.458
C  5.748  -1.180  -0.247  0.352
H  5.594  -2.253  -0.404  0.420
C  7.227  -0.772  -0.263  -0.759
H  7.779  -1.424  -0.939  0.333
H  7.677  -0.829  0.726  0.322
C  7.173  0.659  -0.814  -0.626
H  7.271  1.393  -0.016  0.285
C  5.778  0.754  -1.465  -0.286
H  5.818  0.995  -2.529  0.409
O  5.178  -0.527  -1.355  -0.476
H  5.154  1.499  -0.956  0.121
H  7.964  0.836  -1.539  0.317
O  1.076  -1.164  0.263  -0.516
C  -0.222  -1.101  -0.089  -0.168
C  -1.097  -2.164  -0.272  -1.644
C  -2.392  -1.853  -0.637  -0.112
C  -2.785  -0.529  -0.810  0.060
C  -1.930  0.532  -0.633  -0.460
C  -0.617  0.243  -0.267  1.041
H  -2.281  1.538  -0.790  0.588
S  -4.489  -0.171  -1.222  1.282
O  -5.105  -1.370  -1.723  -0.714
O  -4.537  1.012  -2.032  -0.755
N  -5.059  0.224  0.311  0.082
C  -5.590  -0.904  1.068  -0.664
H  -4.926  -1.120  1.910  0.269
H  -5.621  -1.775  0.410  0.379
C  -6.999  -0.499  1.530  -0.571
H  -7.697  -1.332  1.476  0.317
H  -6.967  -0.134  2.557  0.293
C  -7.366  0.643  0.583  -0.568
H  -7.720  0.246  -0.369  0.272
H  -8.116  1.314  0.996  0.387
C  -6.012  1.321  0.381  -0.725
H  -5.757  1.947  1.243  0.345
H  -5.939  1.910  -0.530  0.374
H  -3.123  -2.625  -0.812  0.544
H  -0.772  -3.182  -0.137  0.476
H  0.357  2.859  -1.048  0.359
H  -0.044  2.954  0.664  0.345
H  1.655  2.826  0.166  0.355

Molecular formula: C8H16NOP
Method: DFT, ωB97M-V/def2-TZVPD

Summary:
HOMO level (eV): -8.63
SMILES: C/C=C/C#N.CCP(O)CC
LUMO level (Ha): 0.0206
Energy above the lowest of the compared OMol25 structures with the same formula, charge and spin (kcal per mole): 31.9
HOMO-LUMO gap (eV): 9.1897

Each line ends with the Mulliken charge.
Positions of all 27 atoms, in Å:
C  0.478  1.758  -3.664  0.199
C  1.502  -1.691  -2.353  -1.114
C  -2.118  -1.855  1.857  -1.265
C  0.766  1.905  2.330  -1.095
C  1.304  -0.417  -3.056  -0.015
C  -0.991  -0.799  1.940  -0.625
C  0.781  1.060  1.087  -0.650
C  0.469  0.568  -2.827  -0.020
N  0.443  2.521  -4.512  -0.436
O  -2.088  1.223  1.055  -0.540
P  -0.862  0.302  0.542  0.254
H  0.929  -2.500  -2.731  0.322
H  1.310  -1.625  -1.317  0.185
H  2.424  -2.235  -2.461  0.378
H  -2.999  -1.410  2.064  0.363
H  -2.125  -2.371  0.759  0.245
H  -1.998  -2.620  2.627  0.367
H  1.704  2.474  2.313  0.373
H  -0.030  2.631  2.141  0.255
H  0.699  1.120  3.173  0.263
H  1.986  -0.280  -3.961  0.258
H  -2.769  1.597  0.456  0.318
H  -0.063  -1.312  2.073  0.446
H  -1.256  -0.108  2.716  0.331
H  1.381  0.076  1.331  0.223
H  1.295  1.540  0.390  0.675
H  -0.171  0.446  -1.972  0.308

Molecular formula: C18H52CdO10S8
Method: DFT, ωB97M-V/def2-TZVPD

Summary:
HOMO level (eV): -6.80
LUMO level (Ha): 0.0077
Energy above the lowest of the compared OMol25 structures with the same formula, charge and spin (kcal per mole): 13.2
HOMO-LUMO gap (eV): 7.0076

Each line ends with the Mulliken charge.
Positions of all 89 atoms, in Å:
Cd  1.944  0.493  0.550  2.812
O  0.409  -0.946  0.463  -0.555
C  -0.786  -0.182  0.253  0.663
C  -0.709  1.367  0.118  0.066
O  0.561  2.012  -0.038  -0.759
H  -1.435  -0.393  1.103  -0.461
H  -1.309  -0.581  -0.616  -0.395
H  -1.353  1.811  0.877  -0.041
H  -1.303  1.617  -0.761  -0.162
C  3.064  -3.763  0.991  -0.787
S  3.962  -2.231  1.504  0.156
O  3.294  -1.005  0.864  -0.602
C  3.342  -2.252  3.279  -0.444
H  2.037  -3.550  0.696  0.039
H  2.921  -4.486  1.794  0.415
H  3.535  -4.153  0.089  0.391
H  3.490  -1.246  3.672  0.220
H  3.877  -2.984  3.885  0.454
H  2.254  -2.310  3.252  -0.138
C  0.245  3.910  -6.289  -1.086
S  1.230  3.654  -4.745  0.681
O  1.425  5.078  -4.281  -0.682
C  -0.158  2.994  -3.748  -0.950
H  -0.452  3.125  -6.583  0.314
H  0.971  3.918  -7.102  0.350
H  -0.397  4.788  -6.222  0.356
H  0.015  2.535  -2.775  0.126
H  -0.747  2.199  -4.204  0.278
H  -0.888  3.796  -3.634  0.617
C  -1.147  -6.079  3.630  -0.949
S  -1.611  -4.308  3.700  0.535
O  -1.180  -3.793  5.070  -0.637
C  -0.364  -3.771  2.432  -0.559
H  -1.586  -6.464  2.709  0.325
H  -1.491  -6.591  4.528  0.361
H  -0.061  -6.172  3.614  0.255
H  -0.425  -4.367  1.521  0.551
H  0.670  -3.912  2.746  0.137
H  -0.462  -2.704  2.232  -0.124
C  -3.569  -2.132  -2.345  -0.666
S  -2.414  -1.453  -3.608  0.580
O  -2.896  -1.918  -4.958  -0.710
C  -2.976  0.306  -3.486  -0.695
H  -3.487  -1.619  -1.386  -0.059
H  -3.251  -3.144  -2.094  0.384
H  -4.600  -2.207  -2.690  0.380
H  -2.509  0.858  -2.670  0.030
H  -4.038  0.415  -3.267  0.427
H  -2.817  0.825  -4.431  0.373
C  -0.058  0.038  4.286  -0.262
S  1.629  0.844  4.065  0.231
O  2.084  0.635  2.606  -0.758
C  0.907  2.546  3.926  -0.772
H  -0.652  0.446  5.103  0.460
H  0.060  -1.037  4.421  0.315
H  -0.583  -0.061  3.336  -0.374
H  0.150  2.666  3.152  0.200
H  1.806  3.040  3.557  0.137
H  0.533  2.932  4.875  0.458
C  2.028  0.274  -4.130  -0.712
S  2.764  -0.641  -2.657  0.184
O  2.596  0.194  -1.389  -0.525
C  1.580  -2.043  -2.641  -0.247
H  1.082  0.695  -3.789  -0.081
H  1.703  -0.440  -4.887  0.501
H  2.715  1.031  -4.507  0.357
H  1.547  -2.566  -3.597  0.464
H  0.590  -1.612  -2.492  -0.149
H  1.715  -2.686  -1.770  -0.021
C  -3.613  0.738  3.191  -0.592
S  -5.401  0.633  2.617  0.408
O  -5.724  1.925  1.904  -0.622
C  -5.213  -0.451  1.153  -0.800
H  -3.077  1.521  2.654  0.280
H  -3.099  -0.213  3.054  -0.015
H  -3.591  1.027  4.241  0.435
H  -4.390  -0.016  0.586  0.084
H  -6.098  -0.512  0.520  0.397
H  -4.737  -1.416  1.327  0.403
C  3.172  4.375  0.961  -0.930
S  4.088  3.050  0.039  0.124
O  3.505  1.720  0.512  -0.463
C  3.234  3.550  -1.554  -0.692
H  3.279  5.314  0.417  0.423
H  3.357  4.518  2.025  0.377
H  2.099  4.207  0.877  0.176
H  3.718  4.419  -1.999  0.524
H  2.160  3.694  -1.433  0.190
H  3.309  2.672  -2.197  0.068

Molecular formula: C4H6O2
Method: DFT, ωB97M-V/def2-TZVPD

Summary:
HOMO level (eV): -9.74
LUMO level (Ha): 0.0287
Energy above the lowest of the compared OMol25 structures with the same formula, charge and spin (kcal per mole): 80.7
HOMO-LUMO gap (eV): 10.5244

Each line ends with the Mulliken charge.
Positions of all 12 atoms, in Å:
O  -1.827  0.536  0.603  -0.534
C  -0.795  -0.379  0.346  -0.081
C  0.006  -0.318  -0.985  -0.255
C  0.882  0.849  -0.493  -0.564
C  0.752  -0.184  0.636  -0.276
O  0.962  -1.241  -0.358  -0.473
H  -2.235  0.317  1.456  0.339
H  -1.147  -1.385  0.592  0.405
H  -0.300  -0.546  -2.008  0.457
H  1.878  0.867  -0.955  0.264
H  0.455  1.846  -0.374  0.255
H  1.349  -0.261  1.550  0.462

Molecular formula: C6H9O4P
Method: DFT, ωB97M-V/def2-TZVPD

Summary:
HOMO level (eV): -9.60
SMILES: O=P(O)(O)O.c1ccccc1
LUMO level (Ha): 0.0181
Energy above the lowest of the compared OMol25 structures with the same formula, charge and spin (kcal per mole): 2.9
HOMO-LUMO gap (eV): 10.0933

Each line ends with the Mulliken charge.
Positions of all 20 atoms, in Å:
O  1.119  2.352  -1.739  -0.599
O  1.895  4.791  -1.264  -0.480
O  1.686  3.231  0.645  -0.419
O  -0.344  4.095  -0.475  -0.459
P  1.092  3.492  -0.810  0.933
H  2.698  4.532  -1.792  0.341
H  1.509  2.293  0.926  0.334
H  -0.943  4.018  -1.266  0.348
C  0.889  -0.028  3.625  -0.330
C  1.390  -0.649  2.481  -0.318
C  -0.403  0.499  3.624  -0.333
C  0.599  -0.743  1.335  -0.415
C  -1.194  0.405  2.479  -0.326
C  -0.693  -0.216  1.334  -0.313
H  1.512  0.046  4.527  0.342
H  2.407  -1.064  2.482  0.337
H  -0.797  0.988  4.525  0.341
H  0.994  -1.232  0.434  0.329
H  -2.210  0.820  2.478  0.339
H  -1.315  -0.290  0.432  0.349